{"formula": "C18H12BrN2O5ReS", "method": "ωB97M-V/def2-TZVPD", "symbols": ["Re", "C", "C", "C", "C", "C", "H", "H", "H", "H", "H", "Br", "C", "C", "C", "C", "C", "N", "C", "O", "O", "H", "H", "H", "O", "S", "O", "N", "C", "O", "C", "C", "C", "C", "C", "C", "H", "H", "H", "H"], "coordinates": [[-1.10, 1.09, 0.98], [-1.24, 2.92, 2.38], [0.01, 3.18, 1.73], [0.91, 2.17, 2.11], [0.24, 1.27, 2.99], [-1.08, 1.75, 3.19], [-2.08, 3.59, 2.42], [0.24, 4.05, 1.14], [1.96, 2.12, 1.84], [0.69, 0.43, 3.50], [-1.81, 1.35, 3.88], [0.70, 2.34, -1.90], [-0.95, 1.48, -2.19], [-1.35, 1.18, -3.47], [-2.58, 0.57, -3.67], [-3.40, 0.35, -2.57], [-2.92, 0.68, -1.33], [-1.70, 1.20, -1.11], [-3.76, 0.50, -0.08], [-4.91, 0.21, -0.13], [-3.06, 0.71, 1.02], [-0.70, 1.42, -4.30], [-2.91, 0.30, -4.66], [-4.39, -0.08, -2.65], [1.08, -4.86, 1.43], [0.94, -4.12, 0.23], [0.79, -4.79, -1.02], [-0.30, -3.02, 0.40], [0.13, -1.82, 0.38], [-0.69, -0.80, 0.47], [1.60, -1.64, 0.20], [2.33, -0.47, 0.09], [3.70, -0.57, -0.15], [4.31, -1.81, -0.27], [3.57, -2.98, -0.16], [2.22, -2.87, 0.08], [1.84, 0.49, 0.18], [4.29, 0.33, -0.25], [5.37, -1.87, -0.47], [4.04, -3.95, -0.25]], "s2": 0.8231, "total_charge": 1, "spin_multiplicity": 2, "energy_ev": -115078.2201, "de_lowest_kj_mol": 151.51, "e_homo_ev": [-12.5, -12.5]}

{"formula": "C42H110N2O30S10", "method": "ωB97M-V/def2-TZVPD", "symbols": ["C", "C", "O", "S", "C", "O", "O", "H", "H", "H", "H", "H", "H", "H", "H", "C", "C", "O", "S", "C", "O", "O", "H", "H", "H", "H", "H", "H", "H", "H", "C", "C", "O", "S", "C", "O", "O", "H", "H", "H", "H", "H", "H", "H", "H", "C", "C", "O", "S", "C", "O", "O", "H", "H", "H", "H", "H", "H", "H", "H", "C", "C", "O", "S", "C", "O", "O", "H", "H", "H", "H", "H", "H", "H", "H", "C", "C", "O", "S", "C", "O", "O", "H", "H", "H", "H", "H", "H", "H", "H", "C", "C", "O", "S", "C", "O", "O", "H", "H", "H", "H", "H", "H", "H", "H", "C", "C", "O", "S", "C", "O", "O", "H", "H", "H", "H", "H", "H", "H", "H", "C", "C", "O", "S", "C", "O", "O", "H", "H", "H", "H", "H", "H", "H", "H", "C", "C", "O", "S", "C", "O", "O", "H", "H", "H", "H", "H", "H", "H", "H", "C", "C", "N", "C", "C", "C", "C", "H", "H", "H", "H", "H", "H", "H", "H", "H", "H", "H", "H", "H", "H", "H", "C", "C", "N", "C", "C", "C", "C", "H", "H", "H", "H", "H", "H", "H", "H", "H", "H", "H", "H", "H", "H", "H"], "coordinates": [[10.94, 17.35, 27.91], [10.88, 18.85, 27.55], [9.68, 19.06, 26.93], [8.55, 19.95, 27.81], [9.06, 21.64, 27.39], [7.24, 19.70, 27.19], [8.74, 19.67, 29.20], [10.26, 17.12, 28.73], [11.96, 17.06, 28.14], [10.60, 16.68, 27.11], [11.04, 19.39, 28.48], [11.64, 19.06, 26.80], [9.02, 21.66, 26.30], [9.98, 21.89, 27.90], [8.32, 22.37, 27.72], [16.17, 30.22, 14.86], [16.59, 31.72, 14.52], [17.29, 31.72, 13.31], [18.01, 33.12, 12.74], [19.75, 32.61, 13.22], [17.97, 33.14, 11.29], [17.57, 34.23, 13.56], [17.08, 29.75, 15.23], [15.83, 29.70, 13.96], [15.43, 30.19, 15.65], [15.72, 32.37, 14.54], [17.23, 32.13, 15.30], [19.88, 32.63, 14.31], [20.39, 33.33, 12.71], [19.94, 31.62, 12.81], [4.01, 11.46, 21.31], [4.78, 12.81, 21.17], [5.93, 12.83, 22.02], [7.00, 14.10, 21.86], [6.13, 15.38, 22.88], [8.29, 13.84, 22.55], [7.04, 14.41, 20.45], [3.22, 11.34, 20.57], [3.68, 11.33, 22.34], [4.64, 10.58, 21.15], [4.97, 12.95, 20.11], [4.12, 13.65, 21.36], [6.81, 16.23, 22.85], [5.93, 14.99, 23.88], [5.18, 15.75, 22.52], [19.16, 18.88, 25.15], [19.49, 18.51, 26.56], [18.54, 19.19, 27.46], [18.52, 18.83, 29.07], [20.22, 19.44, 29.54], [17.58, 19.72, 29.79], [18.45, 17.37, 29.23], [18.12, 18.72, 24.88], [19.79, 18.37, 24.41], [19.33, 19.93, 24.90], [19.44, 17.42, 26.63], [20.52, 18.76, 26.80], [20.41, 19.39, 30.61], [20.35, 20.42, 29.08], [20.94, 18.77, 29.07], [4.76, 16.00, 14.04], [4.74, 15.12, 12.70], [5.21, 15.92, 11.63], [4.93, 15.47, 10.06], [3.32, 16.36, 9.68], [5.96, 16.11, 9.26], [4.68, 13.99, 10.03], [4.43, 15.41, 14.89], [4.00, 16.76, 13.87], [5.76, 16.41, 14.22], [5.41, 14.28, 12.87], [3.75, 14.69, 12.53], [2.97, 16.04, 8.70], [3.45, 17.43, 9.81], [2.63, 16.00, 10.45], [12.82, 25.96, 9.32], [11.44, 26.44, 8.83], [11.24, 27.61, 9.57], [11.05, 29.02, 8.73], [9.29, 28.91, 8.14], [11.08, 30.17, 9.66], [11.95, 28.98, 7.59], [12.73, 25.55, 10.33], [13.56, 26.74, 9.13], [13.08, 25.10, 8.69], [11.51, 26.53, 7.74], [10.65, 25.71, 8.96], [9.14, 29.79, 7.51], [8.69, 29.04, 9.04], [9.23, 27.91, 7.70], [11.77, 16.77, 12.08], [11.43, 16.70, 10.59], [12.60, 17.01, 9.88], [12.36, 17.75, 8.39], [11.83, 16.29, 7.36], [11.32, 18.79, 8.52], [13.70, 18.16, 7.94], [11.98, 17.82, 12.30], [12.75, 16.33, 12.30], [10.96, 16.34, 12.67], [11.20, 15.66, 10.38], [10.55, 17.32, 10.37], [12.48, 15.42, 7.46], [11.70, 16.71, 6.36], [10.83, 15.99, 7.68], [7.54, 21.85, 10.91], [6.61, 21.69, 9.78], [6.57, 22.93, 9.08], [5.78, 23.03, 7.67], [7.07, 22.31, 6.61], [4.65, 22.11, 7.65], [5.67, 24.44, 7.35], [7.39, 22.79, 11.44], [8.57, 21.78, 10.57], [7.34, 21.08, 11.66], [6.99, 20.83, 9.22], [5.59, 21.42, 10.05], [7.41, 21.31, 6.91], [7.92, 23.00, 6.63], [6.73, 22.29, 5.57], [14.64, 28.62, 23.17], [14.23, 29.15, 24.59], [12.87, 29.32, 24.68], [12.00, 28.35, 25.70], [12.42, 29.26, 27.28], [10.55, 28.51, 25.43], [12.64, 27.03, 25.78], [13.94, 27.89, 22.76], [15.58, 28.07, 23.29], [14.66, 29.40, 22.42], [14.55, 28.45, 25.36], [14.68, 30.10, 24.88], [11.79, 28.65, 27.92], [12.18, 30.32, 27.28], [13.48, 29.12, 27.49], [17.32, 17.51, 13.28], [17.01, 17.85, 14.69], [17.15, 16.73, 15.52], [16.98, 16.86, 17.20], [15.13, 16.99, 17.33], [17.43, 15.57, 17.77], [17.51, 18.20, 17.62], [18.39, 17.33, 13.12], [17.03, 18.32, 12.61], [16.67, 16.71, 12.93], [17.71, 18.63, 15.01], [16.00, 18.24, 14.72], [14.92, 17.99, 16.95], [14.91, 16.88, 18.39], [14.64, 16.23, 16.72], [11.47, 21.33, 21.00], [11.14, 22.32, 19.93], [11.04, 21.65, 18.60], [9.96, 20.70, 18.51], [8.53, 21.17, 18.46], [11.02, 22.61, 17.50], [12.39, 23.25, 17.24], [11.02, 20.34, 21.00], [11.25, 21.62, 22.03], [12.50, 20.98, 21.12], [10.24, 22.88, 20.20], [12.01, 22.98, 19.87], [10.17, 20.13, 17.61], [10.16, 19.92, 19.24], [8.33, 21.52, 17.45], [7.86, 20.37, 18.74], [8.37, 21.98, 19.17], [10.22, 23.35, 17.56], [10.85, 22.07, 16.56], [13.20, 22.59, 16.95], [12.87, 23.80, 18.05], [12.27, 23.97, 16.44], [6.95, 27.24, 19.42], [6.93, 28.57, 18.59], [7.63, 28.64, 17.32], [9.07, 28.75, 17.52], [9.47, 29.96, 18.44], [7.16, 27.58, 16.37], [7.86, 27.79, 15.06], [6.27, 27.38, 20.27], [7.97, 27.07, 19.78], [6.57, 26.33, 18.95], [5.90, 28.83, 18.34], [7.14, 29.45, 19.19], [9.47, 27.82, 17.91], [9.66, 29.00, 16.64], [10.56, 29.97, 18.54], [9.04, 30.85, 17.99], [9.20, 29.82, 19.49], [6.08, 27.72, 16.27], [7.29, 26.54, 16.66], [8.16, 28.81, 14.81], [7.21, 27.47, 14.24], [8.75, 27.19, 14.92]], "smiles": "CCOS(C)(=O)=O.CCOS(C)(=O)=O.CCOS(C)(=O)=O.CCOS(C)(=O)=O.CCOS(C)(=O)=O.CCOS(C)(=O)=O.CCOS(C)(=O)=O.CCOS(C)(=O)=O.CCOS(C)(=O)=O.CCOS(C)(=O)=O.CCN(CC)CC.CCN(CC)CC", "energy_ev": -218083.4372, "de_lowest_kj_mol": 60.12, "e_homo_ev": -8.3}

{"formula": "C37H42BCl5N8O6SV", "method": "ωB97M-V/def2-TZVPD", "symbols": ["V", "Cl", "C", "C", "C", "Cl", "C", "Cl", "C", "Cl", "C", "Cl", "C", "C", "N", "C", "N", "C", "C", "C", "N", "C", "H", "H", "H", "H", "H", "H", "H", "H", "H", "H", "H", "H", "H", "C", "C", "S", "O", "O", "C", "C", "N", "C", "N", "C", "C", "N", "O", "O", "C", "H", "H", "H", "H", "H", "H", "H", "H", "H", "H", "H", "H", "H", "C", "C", "C", "C", "C", "C", "C", "C", "O", "B", "O", "C", "C", "H", "H", "H", "H", "H", "H", "H", "H", "H", "H", "H", "H", "N", "C", "C", "C", "C", "C", "N", "C", "H", "H", "H", "H"], "coordinates": [[17.45, 12.95, 11.49], [17.30, 12.49, 15.47], [18.66, 12.85, 14.49], [18.61, 12.94, 13.09], [19.82, 13.06, 12.37], [19.62, 13.24, 10.55], [21.06, 13.14, 13.02], [22.50, 13.36, 12.13], [21.09, 13.06, 14.43], [22.64, 13.03, 15.18], [19.88, 12.94, 15.15], [19.93, 13.05, 16.87], [15.40, 9.56, 7.48], [14.62, 10.10, 8.68], [15.55, 10.99, 9.39], [16.28, 11.93, 8.75], [16.72, 12.99, 9.44], [16.83, 14.21, 8.63], [17.64, 13.98, 7.35], [17.09, 12.83, 6.56], [16.51, 11.79, 7.42], [15.97, 10.69, 6.67], [14.72, 8.93, 6.85], [16.16, 8.83, 7.80], [14.29, 9.30, 9.37], [13.68, 10.62, 8.34], [15.19, 11.37, 10.31], [17.31, 14.97, 9.24], [15.78, 14.50, 8.39], [18.72, 13.93, 7.58], [17.61, 14.91, 6.76], [17.85, 12.33, 5.92], [16.30, 13.23, 5.88], [16.69, 10.38, 5.89], [15.09, 11.16, 6.11], [12.29, 20.12, 15.85], [13.14, 19.06, 15.20], [13.84, 19.74, 13.70], [12.79, 20.33, 12.88], [14.96, 20.61, 14.05], [14.53, 18.27, 12.82], [15.96, 18.05, 13.23], [16.58, 16.92, 12.50], [16.45, 15.61, 12.76], [17.19, 14.87, 11.91], [17.98, 15.75, 11.18], [17.58, 16.99, 11.48], [18.20, 18.14, 11.00], [19.19, 17.93, 10.28], [17.74, 19.24, 11.31], [15.65, 15.17, 13.89], [11.83, 19.72, 16.75], [11.49, 20.45, 15.18], [12.85, 21.00, 16.16], [12.51, 18.16, 14.98], [14.04, 18.72, 15.83], [14.41, 18.50, 11.74], [13.87, 17.37, 13.00], [16.05, 17.84, 14.30], [16.54, 18.96, 13.00], [18.76, 15.48, 10.46], [16.13, 15.62, 14.82], [15.72, 14.11, 14.06], [14.60, 15.52, 13.88], [8.86, 13.99, 10.27], [8.95, 13.24, 11.61], [8.13, 11.94, 11.53], [8.37, 14.18, 12.71], [10.43, 12.93, 12.06], [10.61, 12.10, 13.11], [11.92, 11.67, 13.47], [13.00, 12.09, 12.66], [14.31, 11.70, 12.69], [15.02, 12.65, 11.69], [14.01, 13.51, 11.12], [12.77, 13.07, 11.66], [11.51, 13.47, 11.31], [7.79, 14.25, 10.16], [9.15, 13.35, 9.43], [9.47, 14.92, 10.28], [7.18, 12.11, 10.99], [7.88, 11.59, 12.55], [8.64, 11.12, 10.96], [7.39, 14.53, 12.36], [8.97, 15.10, 12.87], [8.26, 13.69, 13.69], [9.76, 11.73, 13.67], [12.10, 11.00, 14.34], [11.40, 14.03, 10.41], [15.54, 8.29, 14.60], [16.24, 8.52, 13.69], [17.09, 8.92, 12.62], [17.77, 8.04, 11.76], [18.53, 8.67, 10.76], [18.62, 10.04, 10.67], [17.85, 10.89, 11.44], [17.14, 10.31, 12.43], [17.65, 6.92, 11.90], [18.98, 8.07, 10.00], [19.30, 10.49, 9.93], [16.53, 10.96, 13.10]], "s2": 3.7729, "spin_multiplicity": 4, "energy_ev": -163063.9587, "de_lowest_kj_mol": 0.00, "e_homo_ev": [-6.3, -7.2]}

{"formula": "C4H7N3", "method": "ωB97M-V/def2-TZVPD", "symbols": ["N", "C", "C", "N", "C", "N", "C", "H", "H", "H", "H", "H", "H", "H"], "coordinates": [[2.46, -0.52, 0.32], [1.13, -0.06, 0.15], [0.72, 1.22, -0.10], [-0.66, 1.21, -0.16], [-1.12, -0.05, 0.05], [-2.52, -0.27, 0.04], [-0.04, -0.88, 0.24], [3.12, 0.10, -0.14], [2.58, -1.45, -0.06], [1.29, 2.13, -0.25], [-1.26, 2.02, -0.16], [-2.87, -0.40, -0.90], [-2.75, -1.10, 0.57], [-0.07, -1.95, 0.41]], "smiles": "Nc1c[nH]c(N)c1", "energy_ev": -8731.6581, "de_lowest_kj_mol": 2.05, "e_homo_ev": -7.3}